Formula: C28H25NO5
Source: the Open Molecules 2025 dataset
Level of theory: ωB97M-V with the def2-TZVPD basis set

```
59
Properties=species:S:1:pos:R:3
C 3.12 -3.27 4.57
C 2.51 -3.48 3.19
O 2.45 -2.25 2.47
C 1.40 -1.46 2.71
O 0.52 -1.73 3.50
C 1.42 -0.23 1.89
C 2.38 -0.02 0.90
C 2.31 1.11 0.10
C 1.28 2.03 0.27
C 1.18 3.19 -0.68
O 1.25 2.65 -2.01
C 1.07 3.48 -3.03
O 0.93 4.67 -2.93
C 1.03 2.69 -4.32
C -0.39 2.12 -4.51
C -0.83 1.36 -3.30
N -1.81 1.68 -2.53
C -1.85 0.72 -1.54
C -2.83 0.84 -0.48
C -4.00 1.56 -0.73
C -4.95 1.71 0.26
C -4.75 1.16 1.51
C -3.59 0.46 1.78
C -2.63 0.30 0.79
C -0.83 -0.18 -1.79
C -0.36 -1.40 -1.16
C -1.23 -2.24 -0.47
C -0.75 -3.39 0.13
C 0.59 -3.73 0.03
C 1.45 -2.92 -0.69
C 0.98 -1.76 -1.28
O -0.19 0.25 -2.92
C 0.34 1.84 1.27
C 0.42 0.72 2.08
H 2.49 -2.62 5.17
H 3.22 -4.23 5.08
H 4.11 -2.82 4.48
H 1.50 -3.89 3.29
H 3.13 -4.14 2.58
H 3.16 -0.74 0.76
H 3.04 1.27 -0.68
H 0.24 3.73 -0.57
H 2.01 3.90 -0.55
H 1.27 3.34 -5.16
H 1.75 1.87 -4.26
H -1.10 2.92 -4.66
H -0.40 1.46 -5.38
H -4.14 1.99 -1.71
H -5.86 2.26 0.05
H -5.50 1.28 2.28
H -3.42 0.04 2.76
H -1.72 -0.23 1.01
H -2.28 -2.00 -0.42
H -1.43 -4.03 0.67
H 0.95 -4.63 0.50
H 2.49 -3.18 -0.78
H 1.65 -1.12 -1.84
H -0.45 2.55 1.41
H -0.30 0.56 2.87
```

The gap between HOMO and LUMO is 8.3 eV. Its HOMO energy is -7.87 eV. Its SMILES is CCOC(=O)c1ccc(COC(=O)CCc2nc(-c3ccccc3)c(-c3ccccc3)o2)cc1. The spin multiplicity is 1. The electronic energy comes out at -1513.002573 a.u.

---

Formula: C28H26F3I2NO8
Source: the Open Molecules 2025 dataset
Level of theory: ωB97M-V with the def2-TZVPD basis set

```
68
Properties=species:S:1:pos:R:3
C 7.06 0.57 0.74
C 6.52 -0.44 1.60
C 6.69 -2.01 1.25
C 5.30 -2.46 0.54
C 4.74 -3.90 0.70
C 3.38 -4.38 0.07
C 2.60 -3.32 -0.75
C 3.17 -1.87 -0.92
C 4.52 -1.41 -0.30
C 2.30 -0.80 -1.76
O 2.80 -0.02 -2.60
C 0.72 -0.87 -1.44
C -0.17 0.38 -1.27
C -1.69 0.14 -0.91
C -2.57 1.45 -0.69
C -1.69 2.60 0.06
N -1.01 2.07 1.31
C -2.30 -1.26 -0.75
C -3.81 -1.61 -0.36
I -5.33 -0.60 -1.54
C -3.93 -1.38 1.25
C -5.22 -0.54 1.71
I -4.03 -3.31 2.34
C -1.34 -2.50 -0.95
F -1.82 -3.85 -0.81
C 0.15 -2.33 -1.28
C 1.17 -3.57 -1.44
O 0.88 -4.63 -2.05
H 7.57 0.29 -0.25
H 6.96 1.69 0.96
H 5.94 -0.08 2.53
H 7.60 -2.19 0.59
H 6.78 -2.55 2.27
H 5.28 -4.69 1.34
H 2.96 -5.42 0.22
H 4.83 -0.34 -0.49
H 0.28 1.42 -1.38
H -3.06 1.86 -1.63
H -3.39 1.16 0.08
H -0.87 3.04 -0.62
H -2.34 3.48 0.42
H -0.04 1.77 1.08
H -0.86 2.93 1.88
H -3.96 -2.74 -0.52
H -2.94 -0.90 1.61
H -6.19 -1.04 1.38
H -5.09 0.52 1.31
H -5.25 -0.46 2.86
O 2.27 4.45 3.51
C 1.40 4.41 4.33
O 1.60 4.63 5.66
C 0.32 4.62 6.28
C -0.49 3.82 5.31
F -1.78 4.23 5.30
O 0.10 4.13 4.06
H -0.04 5.65 6.38
H 0.36 4.16 7.27
H -0.45 2.74 5.48
O -3.06 1.64 -3.87
C -3.23 0.85 -4.75
O -2.23 0.32 -5.51
C -2.82 -0.66 -6.35
C -4.24 -0.21 -6.41
F -5.08 -1.26 -6.54
O -4.45 0.38 -5.14
H -2.70 -1.64 -5.89
H -2.34 -0.67 -7.33
H -4.45 0.53 -7.19
```

The gap between HOMO and LUMO is 7.9 eV. Its HOMO energy is -8.81 eV. Its SMILES is C=CCc1ccc2c(c1)C(=O)c1cc(CCN)c([C@H](I)[C@@H](C)I)c(F)c1C2=O.O=C1OC[C@@H](F)O1.O=C1OC[C@@H](F)O1. The spin multiplicity is 1. The electronic energy comes out at -2633.862217 a.u.

---

Formula: C28H26GeMoN2O2S5
Source: the Open Molecules 2025 dataset
Level of theory: ωB97M-V with the def2-TZVPD basis set

```
65
Properties=species:S:1:pos:R:3
Mo -0.49 0.36 1.11
C 0.23 4.47 0.66
C -0.72 3.36 0.77
O -0.15 2.10 0.83
C -2.05 3.42 0.87
C -2.92 2.29 1.13
C -4.38 2.54 1.26
N -2.45 1.07 1.30
N -3.41 0.10 1.65
C -2.84 -1.00 1.94
O -1.44 -1.01 1.90
C -3.54 -2.25 2.20
C -4.91 -2.34 1.99
C -5.55 -3.55 2.20
C -4.83 -4.66 2.63
C -3.46 -4.57 2.85
C -2.81 -3.36 2.64
H 0.81 4.54 1.58
H -0.31 5.40 0.50
H 0.93 4.30 -0.16
H -2.52 4.39 0.79
H -4.61 3.60 1.16
H -4.75 2.16 2.21
H -4.91 1.98 0.48
H -5.46 -1.47 1.65
H -6.62 -3.63 2.04
H -5.34 -5.60 2.80
H -2.91 -5.43 3.20
H -1.75 -3.28 2.82
Ge -0.06 -1.57 -0.44
C 0.47 -1.97 -2.20
C 0.15 -3.27 -2.59
C 0.44 -3.69 -3.89
C 1.04 -2.80 -4.78
C 1.35 -1.50 -4.38
C 1.07 -1.08 -3.10
C 1.28 -1.05 1.10
C 1.58 -2.08 2.00
C 2.85 -2.17 2.53
C 3.82 -1.23 2.19
C 3.53 -0.17 1.33
C 2.27 -0.11 0.76
H -0.66 -2.87 0.10
H -0.31 -3.96 -1.90
H 0.20 -4.69 -4.20
H 1.24 -3.12 -5.79
H 1.82 -0.82 -5.09
H 1.29 -0.07 -2.80
H 0.82 -2.81 2.27
H 3.09 -2.99 3.20
H 4.82 -1.33 2.59
H 4.28 0.56 1.09
H 2.06 0.66 0.01
C 2.49 5.41 -2.50
S 3.76 4.98 -1.29
C 4.16 3.35 -1.67
C 3.28 2.26 -1.92
S 1.61 2.29 -1.88
S 4.10 0.75 -2.18
C 5.73 1.27 -1.89
S 7.01 0.31 -1.92
S 5.82 2.99 -1.60
H 2.08 6.35 -2.15
H 1.72 4.65 -2.55
H 2.96 5.56 -3.47
```

Its total charge is +2. The gap between HOMO and LUMO (spin up / spin down) is 4.7 / 5.6 eV. Its HOMO energy (spin up / spin down) is -12.66 / -13.37 eV. As for the energy relative to the best compared isomer or geometry (same formula, charge and spin): 2.4607 eV. The spin multiplicity is 3. The electronic energy comes out at -5477.973279 a.u.

---

Formula: C28H26N5O2S
Source: the Open Molecules 2025 dataset
Level of theory: ωB97M-V with the def2-TZVPD basis set

```
62
Properties=species:S:1:pos:R:3
C 3.45 2.95 2.32
N 3.56 1.65 1.66
C 4.82 1.07 1.60
S 6.20 1.85 2.14
N 4.85 -0.23 1.14
C 6.18 -0.86 1.07
C 3.73 -1.01 0.78
O 3.85 -2.20 0.48
C 2.43 -0.33 0.84
C 1.34 -1.04 0.40
C -0.02 -0.55 0.53
C -0.41 0.74 0.14
C -1.66 1.24 0.48
C -2.58 0.41 1.19
N -3.80 0.90 1.56
C -4.32 2.13 0.99
C -3.24 3.19 0.88
C -2.02 2.66 0.13
C -4.82 0.02 2.09
C -4.24 -1.02 3.03
C -3.11 -1.79 2.35
C -2.21 -0.92 1.53
C -0.98 -1.40 1.11
C 2.39 0.85 1.72
O 1.46 1.15 2.47
H 2.45 3.35 2.15
H 3.65 2.86 3.39
H 4.22 3.60 1.88
H 6.06 -1.87 0.70
H 6.81 -0.26 0.41
H 6.63 -0.84 2.07
H 1.50 -2.11 0.38
H 0.29 1.37 -0.42
H -4.74 1.93 -0.01
H -5.14 2.47 1.64
H -3.65 4.06 0.37
H -2.94 3.51 1.88
H -1.16 3.31 0.35
H -2.19 2.74 -0.95
H -5.56 0.64 2.61
H -5.34 -0.50 1.26
H -3.84 -0.53 3.93
H -5.02 -1.70 3.34
H -2.51 -2.30 3.11
H -3.53 -2.58 1.71
H -0.70 -2.44 1.30
C 1.10 -1.68 -2.24
C 2.33 -1.03 -2.09
N 3.33 -0.41 -2.09
C 0.39 -1.45 -3.51
C -0.88 -2.06 -3.74
C -1.51 -1.93 -4.98
C -0.91 -1.18 -6.01
C 0.34 -0.59 -5.79
C 0.97 -0.69 -4.55
C 0.75 -2.87 -1.58
N 0.39 -3.87 -1.08
H -1.35 -2.65 -2.95
H -2.47 -2.42 -5.15
H -1.41 -1.08 -6.97
H 0.84 -0.05 -6.60
H 1.94 -0.22 -4.39
```

Its total charge is -1. The gap between HOMO and LUMO is 5.8 eV. Its HOMO energy is -3.87 eV. As for the energy relative to the best compared isomer or geometry (same formula, charge and spin): 0.3412 eV. The spin multiplicity is 1. The electronic energy comes out at -1905.108007 a.u.

---

Formula: C28H26N6O4
Source: the Open Molecules 2025 dataset
Level of theory: ωB97M-V with the def2-TZVPD basis set

```
64
Properties=species:S:1:pos:R:3
N -0.58 4.01 2.44
C -0.47 2.86 2.25
C -0.31 1.46 2.05
C -1.49 0.69 1.74
C -1.26 -0.71 1.70
N -2.23 -1.60 2.12
O -3.41 -1.42 2.47
O -1.57 -2.81 2.40
N -0.20 -2.67 2.31
C -0.03 -1.35 1.95
C 1.13 -0.55 2.19
N 2.43 -1.11 2.60
O 2.70 -2.32 2.41
O 3.25 -0.30 3.13
C 0.93 0.82 2.29
H -2.47 0.85 2.50
H 1.78 1.44 2.61
C -5.14 6.26 5.38
C -4.69 5.28 4.34
C -4.26 4.01 4.69
C -3.76 3.06 3.75
C -3.50 1.81 4.35
C -3.68 3.50 2.36
N -3.01 2.69 1.43
C -3.08 1.22 1.45
N -2.95 0.82 0.06
C -3.50 -0.40 -0.46
C -4.79 -0.82 -0.11
C -5.75 -0.08 0.79
C -5.22 -2.07 -0.57
C -4.39 -2.89 -1.35
C -4.83 -4.27 -1.77
C -3.14 -2.41 -1.74
C -2.69 -1.15 -1.33
C -1.33 -0.65 -1.68
C -2.73 1.95 -0.69
C -2.66 3.04 0.13
C -4.29 4.72 1.98
C -4.56 5.14 0.56
C -4.70 5.62 2.97
H -5.65 7.10 4.93
H -5.81 5.78 6.10
H -4.29 6.65 5.95
H -4.32 3.71 5.74
H -4.08 0.92 1.83
H -2.83 1.03 3.96
H -3.90 1.68 5.36
H -6.78 -0.23 0.41
H -5.71 -0.51 1.81
H -5.57 1.02 0.80
H -6.21 -2.45 -0.31
H -4.00 -4.82 -2.21
H -5.19 -4.83 -0.90
H -5.65 -4.23 -2.49
H -2.46 -3.01 -2.36
H -0.81 -1.44 -2.22
H -1.36 0.24 -2.33
H -0.74 -0.41 -0.78
H -2.70 1.95 -1.79
H -2.38 4.05 -0.15
H -5.25 6.00 0.60
H -3.66 5.48 0.04
H -5.06 4.35 -0.02
H -5.09 6.59 2.67
```

The gap between HOMO and LUMO is 3.7 eV. Its HOMO energy is -6.28 eV. As for the energy relative to the best compared isomer or geometry (same formula, charge and spin): 3.7777 eV. The spin multiplicity is 1. The electronic energy comes out at -1711.518313 a.u.

---

Formula: C28H27AsBiNO4SSi
Source: the Open Molecules 2025 dataset
Level of theory: ωB97M-V with the def2-TZVPD basis set

```
64
Properties=species:S:1:pos:R:3
Bi 0.09 -0.34 -0.59
O -3.72 1.14 0.04
C -2.73 0.52 -0.22
O -1.53 1.06 -0.37
C -2.77 -1.04 -0.42
O -3.81 -1.63 -0.42
O -1.59 -1.62 -0.62
C 1.60 -3.18 5.67
Si 1.98 -1.58 4.80
C 0.63 -0.35 5.14
C 3.61 -0.90 5.39
C 2.22 -2.03 2.97
C 3.23 -2.96 2.71
C 3.50 -3.41 1.42
C 2.74 -2.90 0.39
N 1.76 -2.02 0.60
C 1.51 -1.59 1.85
S 0.24 -0.36 1.93
H 1.58 -3.03 6.75
H 2.34 -3.95 5.46
H 0.62 -3.57 5.37
H 0.62 -0.17 6.22
H -0.35 -0.72 4.85
H 0.79 0.61 4.64
H 3.59 -0.77 6.48
H 3.81 0.08 4.95
H 4.45 -1.56 5.15
H 3.82 -3.35 3.53
H 4.29 -4.12 1.23
H 2.89 -3.21 -0.63
C 4.13 6.43 -0.95
C 4.45 5.64 0.14
C 3.68 4.52 0.44
C 2.59 4.19 -0.36
C 2.28 4.98 -1.45
C 3.04 6.11 -1.75
As 1.49 2.63 0.01
C 0.85 3.08 1.80
C 1.58 3.12 2.99
C 0.95 3.47 4.17
C -0.40 3.79 4.19
C -1.12 3.77 3.01
C -0.50 3.41 1.82
C 2.97 1.35 0.18
C 3.58 0.86 1.34
C 4.66 -0.01 1.25
C 5.14 -0.41 0.02
C 4.53 0.05 -1.14
C 3.45 0.92 -1.05
H 4.73 7.30 -1.18
H 5.29 5.89 0.77
H 3.95 3.90 1.29
H 1.43 4.74 -2.08
H 2.79 6.72 -2.60
H 2.63 2.89 3.01
H 1.52 3.50 5.09
H -0.89 4.06 5.12
H -2.18 4.01 3.00
H -1.09 3.35 0.91
H 3.21 1.13 2.32
H 5.12 -0.38 2.16
H 5.98 -1.09 -0.05
H 4.90 -0.26 -2.11
H 3.00 1.29 -1.97
```

The gap between HOMO and LUMO is 8.4 eV. Its HOMO energy is -8.87 eV. As for the energy relative to the best compared isomer or geometry (same formula, charge and spin): 0.3203 eV. The spin multiplicity is 1. The electronic energy comes out at -4577.044909 a.u.

---

Formula: C28H27BrIN8OTm
Source: the Open Molecules 2025 dataset
Level of theory: ωB97M-V with the def2-TZVPD basis set

```
67
Properties=species:S:1:pos:R:3
Tm 0.04 0.11 -0.03
C -3.70 -3.92 0.75
C -3.46 -2.62 1.19
C -2.20 -2.06 1.06
C -1.15 -2.79 0.50
C -1.40 -4.08 0.04
C -2.66 -4.64 0.17
N 0.11 -2.14 0.29
C 1.25 -2.86 0.37
C 1.37 -4.02 1.20
C 2.54 -4.69 1.34
C 3.71 -4.33 0.61
C 3.64 -3.28 -0.24
C 2.44 -2.50 -0.37
N 2.53 -1.53 -1.29
N 1.58 -0.68 -1.38
C 1.61 0.24 -2.45
C 2.50 0.26 -3.51
C 2.33 1.25 -4.46
C 1.29 2.17 -4.32
C 0.45 2.06 -3.23
N 0.60 1.11 -2.30
H -4.68 -4.36 0.86
H -4.26 -2.05 1.63
H -2.05 -1.05 1.41
H -0.61 -4.63 -0.45
H -2.83 -5.64 -0.20
H 0.50 -4.33 1.76
H 2.59 -5.53 2.02
H 4.62 -4.90 0.71
H 4.49 -2.98 -0.84
H 3.27 -0.50 -3.58
H 2.99 1.30 -5.31
H 1.13 2.95 -5.04
H -0.37 2.75 -3.08
C -3.55 4.97 0.40
C -3.27 3.63 -0.23
C -4.05 3.12 -1.27
C -3.76 1.89 -1.83
C -2.69 1.20 -1.31
Br -2.21 -0.51 -1.96
N -1.92 1.65 -0.32
C -2.22 2.84 0.21
H -4.60 5.23 0.32
H -2.97 5.75 -0.11
H -3.27 4.99 1.45
H -4.89 3.70 -1.64
H -4.35 1.47 -2.63
H -1.60 3.16 1.04
N 3.07 1.74 -0.03
C 3.71 2.92 -0.13
C 2.77 3.90 0.04
C 1.57 3.21 0.24
N 1.76 1.89 0.20
H 3.46 0.82 -0.16
H 4.77 2.97 -0.31
H 2.92 4.97 0.02
H 0.58 3.61 0.41
N -0.45 0.83 4.48
C -0.09 0.16 3.39
O -0.45 0.54 2.26
C 0.77 -1.05 3.57
I 2.64 -0.63 2.63
H -1.02 1.65 4.40
H -0.18 0.52 5.40
H 0.34 -1.89 3.02
H 0.97 -1.31 4.60
```

Its total charge is +2. The gap between HOMO and LUMO (spin up / spin down) is 6.5 / 6.5 eV. Its HOMO energy (spin up / spin down) is -12.63 / -12.64 eV. As for the energy relative to the best compared isomer or geometry (same formula, charge and spin): 0.0000 eV. The spin multiplicity is 3. The electronic energy comes out at -5553.061209 a.u.